Entry 1:
13
Properties=species:S:1:pos:R:3:forces:R:3:nbo_charge:R:1 method="wB97M-V/def2-TZVPD" homo_ev=-8.714 orbital_gap_ev=9.29 max_force_ev_per_a=4.68 charge=0 relative_energy_kcal_mol=110.99
O 0.79717 -0.82243 -0.04223 0.230 0.547 -0.158 -0.466
O 4.05829 -0.26378 -0.09518 -0.358 0.103 0.238 -0.432
C -0.87224 -1.72605 1.14148 1.505 0.093 -1.345 -0.761
C 1.71048 0.24340 -0.38491 -3.431 1.384 -0.238 -0.027
C 1.15127 1.62415 -0.60886 -0.714 -0.043 1.272 -0.658
C -0.12162 -0.50207 0.82857 0.296 0.199 -0.620 0.271
C 2.91856 -0.02179 -0.16795 4.557 -1.062 0.018 0.657
H -1.88362 -1.46669 1.14187 -1.645 -0.071 0.964 0.238
H -0.33917 -1.96816 2.02468 -0.419 -0.302 1.905 0.256
H 1.72084 2.54552 -0.31725 -0.227 -1.321 0.185 0.238
H 0.23217 1.48494 0.00087 0.400 0.947 0.041 0.262
H 0.79257 1.80827 -1.58511 -0.118 -0.113 -1.432 0.214
H -0.65166 -2.57430 0.51841 -0.075 -0.361 -0.831 0.207

***

Entry 2:
13
Properties=species:S:1:pos:R:3:forces:R:3:nbo_charge:R:1 method="wB97M-V/def2-TZVPD" homo_ev=-8.551 orbital_gap_ev=8.10 max_force_ev_per_a=3.01 charge=0 relative_energy_kcal_mol=156.93
O 1.93354 -1.50445 -0.60382 -0.272 0.709 -0.191 -0.477
O -1.47477 1.63358 0.23656 0.243 0.562 -0.839 -0.537
C -0.86372 -1.01751 -0.01362 -0.249 -0.052 0.757 -0.535
C 1.60106 -0.34738 -0.54611 0.217 -0.117 -0.048 0.414
C -0.40938 1.41632 -0.30330 -1.023 0.313 -1.054 0.330
C 0.23992 0.09970 -0.12906 0.277 0.423 0.636 -0.327
C -0.72273 -1.01537 1.44168 0.794 0.155 0.169 -0.058
H 0.58645 1.00442 0.70865 0.080 -2.973 0.448 0.337
H -1.02569 -0.00896 1.78170 -0.712 -0.369 0.015 0.104
H -0.59111 -1.96780 -0.50872 0.252 0.657 0.240 0.238
H 2.32387 0.47583 -0.68294 0.141 0.006 -0.203 0.120
H -1.78168 -0.59507 -0.44838 0.213 0.138 0.145 0.235
H 0.16928 2.14126 -0.87990 0.038 0.549 -0.075 0.156

***

Entry 3:
13
Properties=species:S:1:pos:R:3:forces:R:3:nbo_charge:R:1 method="wB97M-V/def2-TZVPD" homo_ev=-8.042 orbital_gap_ev=6.82 max_force_ev_per_a=2.97 charge=0 relative_energy_kcal_mol=104.54
O 1.83131 -1.54964 1.47422 -0.140 0.481 0.390 -0.501
O -0.98165 -2.23012 0.20942 -0.146 0.265 -0.145 -0.515
C -0.14445 -1.50498 -0.23692 1.793 -0.309 0.922 0.273
C -0.54156 0.67092 0.31137 0.572 1.188 1.245 0.042
C -0.31557 0.98208 -1.13964 -0.073 -0.817 -0.203 -0.667
C 1.07543 -0.72835 1.06166 -0.445 -1.817 -2.306 0.538
C 0.46617 0.48539 1.28639 -1.034 0.850 -0.124 -0.418
H 0.26175 -1.60578 -1.26948 -0.313 0.038 -0.132 0.108
H -0.37026 2.07445 -1.23786 -0.019 -0.119 0.214 0.252
H 0.65131 1.11664 2.15020 -0.326 -0.090 0.111 0.227
H -1.50279 1.05160 0.66731 0.122 0.311 -0.008 0.199
H -1.09620 0.57066 -1.78563 0.055 0.030 0.000 0.233
H 0.66653 0.66713 -1.49104 -0.046 -0.013 0.035 0.229

***

Entry 4:
13
Properties=species:S:1:pos:R:3:forces:R:3:nbo_charge:R:1 method="wB97M-V/def2-TZVPD" homo_ev=-10.269 orbital_gap_ev=11.26 max_force_ev_per_a=0.61 smiles="C#C[C@@H](C)OC=O" charge=0 relative_energy_kcal_mol=43.41
O 2.41789 0.50565 0.49835 -0.084 -0.371 -0.474 -0.570
O 0.88256 -0.67664 -0.66815 0.096 0.031 0.024 -0.496
C 2.10446 -0.16647 -0.44789 0.213 0.190 0.237 0.649
C -0.39562 1.13067 0.19401 -0.217 0.531 -0.047 -0.027
C -0.69787 2.27993 0.00700 0.156 -0.436 0.098 -0.217
C -0.09812 -0.30296 0.32369 -0.240 0.115 0.146 0.004
C -1.35728 -1.12905 0.08828 -0.063 -0.041 -0.014 -0.607
H -1.11141 -2.18060 -0.08181 0.043 0.149 0.086 0.224
H -2.00193 -1.05185 0.96929 0.099 -0.009 -0.147 0.224
H 0.32863 -0.51030 1.31178 -0.077 0.079 -0.166 0.225
H -1.91299 -0.74654 -0.77132 0.130 -0.094 0.065 0.223
H -0.93510 3.30850 -0.15461 0.028 -0.179 0.058 0.241
H 2.77676 -0.46035 -1.26862 -0.085 0.034 0.135 0.127